Run w
2 unconnected molecules or ions with the total composition C5H11N2, computed with ωB97M-V with the def2-TZVPD basis set.

The geometry in XYZ format:
```
18
C5H11N2 | the OMol25 dataset | ωB97M-V with the def2-TZVPD basis set
C 3.7523 0.1915 -0.0974
C 3.9292 -0.2781 -1.2414
C 0.2226 -0.1194 -1.1009
C -0.4966 0.4054 0.1278
C -2.8501 0.0609 1.1355
N 0.8760 0.2225 0.1451
N -1.4337 -0.2947 1.0818
H 3.8852 1.1747 0.3714
H 3.1323 -0.3019 0.6410
H 4.2613 -0.4347 -2.2917
H 0.0634 -1.0969 -1.4127
H 0.3187 0.4782 -1.9669
H -1.0321 1.4024 0.0141
H -3.0559 1.0589 1.4859
H -3.3227 -0.1636 0.1656
H -3.1836 -0.5965 1.9427
H -1.3658 -1.3750 0.9172
H -1.0366 -0.1394 2.0105
```

Properties
total charge = +1
HOMO-LUMO gap (spin up / spin down) = 9.302 / 4.316 eV
HOMO (spin up / spin down) = -12.92 / -10.34 eV


Run x
A gas-phase ion, C5H11N2 (charge +1), computed with ωB97M-V with the def2-TZVPD basis set.

The geometry in XYZ format:
```
18
C5H11N2 | the OMol25 dataset | ωB97M-V with the def2-TZVPD basis set
C -0.1980 1.0167 -2.5350
C 0.3260 0.5566 -1.3317
N -0.2641 0.0932 -0.0540
C -1.7370 0.3423 0.0798
N 0.3932 -0.5235 1.0333
C -0.4036 -1.0677 1.9134
C 1.8443 -0.5480 0.9467
H 0.3997 0.8925 -3.4061
H -1.1245 1.4586 -2.7507
H 1.4634 0.3795 -1.2751
H -1.9124 1.2085 0.7097
H -1.8714 0.7028 -0.9448
H -2.4273 -0.4880 0.1911
H -1.4171 -0.8437 1.7485
H 0.1226 -1.5459 2.8619
H 2.2217 -1.5299 0.4179
H 2.2496 0.4311 0.5700
H 2.3349 -0.5352 1.8250
```

Properties
total charge = +1
HOMO-LUMO gap (spin up / spin down) = 8.001 / 8.001 eV
HOMO (spin up / spin down) = -12.72 / -12.72 eV
SMILES = C=CN(C)[N+](=C)C


Which of them is the least stable? Correct choice: run w.


Run w
2 unconnected molecules or ions with the total composition C3H5NS, computed with ωB97M-V with the def2-TZVPD basis set.

The geometry in XYZ format:
```
10
C3H5NS | the OMol25 dataset | ωB97M-V with the def2-TZVPD basis set
N -1.8622 -1.8954 -0.0537
C -1.9342 -0.6886 0.0395
S -2.2992 0.7813 0.3959
H -1.2960 -2.6056 0.1594
C 0.9739 0.1152 -0.1639
C 1.4375 1.3844 -0.0512
H 0.7021 -0.4953 0.7399
H 0.9601 -0.5272 -1.0309
H 1.3829 1.9702 0.8759
H 1.9351 1.9610 -0.9111
```

Properties
HOMO-LUMO gap = 10.186 eV
HOMO = -9.40 eV
SMILES = N=C=S.C=C


Run x
A molecular structure, C3H5NS, computed with ωB97M-V with the def2-TZVPD basis set.

The geometry in XYZ format:
```
10
C3H5NS | the OMol25 dataset | ωB97M-V with the def2-TZVPD basis set
C 0.1724 1.1179 0.4801
C -1.1132 0.6707 -0.3443
C -1.1628 -0.7157 0.0739
H -0.0009 0.8436 1.6706
H 0.2906 2.2382 0.1108
H -2.1728 1.5728 -0.2761
H -0.7475 0.7708 -1.7042
H -2.3502 -1.1020 0.5533
N -0.1087 -1.3001 0.1176
S 1.1477 -0.1038 -0.1522
```

Properties
HOMO-LUMO gap = 9.320 eV
HOMO = -8.63 eV


Which of them is the least stable? Correct choice: run x.


Run w
2 unconnected molecules or ions with the total composition C3H5NS, computed with ωB97M-V with the def2-TZVPD basis set.

The geometry in XYZ format:
```
10
C3H5NS | the OMol25 dataset | ωB97M-V with the def2-TZVPD basis set
C -0.8528 0.9953 1.5006
N -0.0363 1.2335 0.4008
S 0.9956 2.4281 0.4099
H -1.5648 0.1876 1.3684
H -0.3209 0.8772 2.4629
H -1.3265 1.9915 1.5601
C 1.1426 -1.8804 -2.4065
C 0.3954 -1.9400 -1.4150
H 1.9947 -1.3501 -2.7723
H -0.4269 -2.5428 -1.1091
```

Properties
HOMO-LUMO gap = 7.261 eV
HOMO = -8.43 eV
SMILES = CN=S.C#C


Run x
A single C3H5NS molecule, computed with ωB97M-V with the def2-TZVPD basis set.

The geometry in XYZ format:
```
10
C3H5NS | the OMol25 dataset | ωB97M-V with the def2-TZVPD basis set
S 2.7534 0.2583 -0.0353
C 1.3907 -0.6444 -0.0987
N 0.1786 -0.0924 -0.4746
C -0.5687 0.9973 0.0210
C -1.1059 -0.3808 0.1061
H 1.3686 -1.7502 0.0438
H -0.9755 1.5835 -0.7823
H -0.1678 1.5848 0.8453
H -1.8816 -0.5436 -0.6266
H -0.9918 -1.0126 1.0014
```

Properties
HOMO-LUMO gap = 8.918 eV
HOMO = -8.56 eV
SMILES = S=CN1CC1


Which of them is the least stable? Correct choice: run w.


Run w
A molecular structure, C3H5NS, computed with ωB97M-V with the def2-TZVPD basis set.

The geometry in XYZ format:
```
10
C3H5NS | the OMol25 dataset | ωB97M-V with the def2-TZVPD basis set
C 0.3796 1.0128 -0.2885
C 1.6754 0.9208 0.2455
C -1.3427 -1.0291 -0.0007
N 0.2464 -0.2708 -0.8678
S 1.7230 -0.8638 0.1012
H -0.2516 1.8700 -0.3386
H 2.2668 1.6431 0.8236
H -1.8674 -1.7430 -0.6848
H -1.0178 -1.4763 0.9210
H -1.8117 -0.0637 0.0891
```

Properties
HOMO-LUMO gap = 8.684 eV
HOMO = -8.16 eV


Run x
2 unconnected molecules or ions with the total composition C3H5NS, computed with ωB97M-V with the def2-TZVPD basis set.

The geometry in XYZ format:
```
10
C3H5NS | the OMol25 dataset | ωB97M-V with the def2-TZVPD basis set
C 1.3082 0.2759 0.3964
C 0.2250 0.3739 0.9267
C 2.7906 0.5617 0.1671
N -3.3662 -0.8369 -0.4875
S -2.7070 0.1660 0.5803
H 3.4548 -0.0155 0.8586
H 2.9190 1.6321 0.2340
H 2.9837 0.0627 -0.8870
H -3.8446 -1.7783 -0.3714
H -3.7634 -0.4417 -1.4172
```

Properties
HOMO-LUMO gap (spin up / spin down) = 6.215 / 6.223 eV
HOMO (spin up / spin down) = -8.58 / -8.59 eV


Which of them is the least stable? Correct choice: run x.


Run w
A single C5H4O3 molecule, computed with ωB97M-V with the def2-TZVPD basis set.

The geometry in XYZ format:
```
12
C5H4O3 | the OMol25 dataset | ωB97M-V with the def2-TZVPD basis set
O -2.2270 0.0745 -0.7461
C -1.1300 -0.0477 -0.1910
C -0.4729 -1.4767 0.0736
C 0.8484 -1.3274 0.0750
C 1.0925 0.1391 -0.1986
O 2.1402 0.6722 -0.7027
C -0.1841 0.8663 0.4406
O -0.4372 2.3275 0.1701
H -1.2805 -2.2418 -0.0894
H 1.7417 -2.1494 0.4050
H -0.3828 0.6181 1.4686
H 0.2915 2.5453 -0.7050
```

Properties
HOMO-LUMO gap = 9.262 eV
HOMO = -9.90 eV
SMILES = O=C1C=CC(=O)C1O


Run x
A single C5H4O3 molecule, computed with ωB97M-V with the def2-TZVPD basis set.

The geometry in XYZ format:
```
12
C5H4O3 | the OMol25 dataset | ωB97M-V with the def2-TZVPD basis set
C -1.1040 0.4964 -0.9734
C -0.8533 -0.5968 0.3528
C 0.4320 -1.1180 -0.0301
C 1.7390 0.5092 1.5503
O -1.4923 -0.1928 -2.0449
C 0.8806 -0.1842 0.8399
O -1.0691 1.6871 -0.8681
O -1.8238 -0.9827 0.9809
H -1.7798 0.4661 -2.7078
H 0.8931 -1.7457 -0.7828
H 1.5206 0.7813 2.5759
H 2.6571 0.8800 1.1071
```

Properties
HOMO-LUMO gap (spin up / spin down) = 7.078 / 7.076 eV
HOMO (spin up / spin down) = -8.53 / -8.53 eV


Run y
A single C5H4O3 molecule, computed with ωB97M-V with the def2-TZVPD basis set.

The geometry in XYZ format:
```
12
C5H4O3 | the OMol25 dataset | ωB97M-V with the def2-TZVPD basis set
O -2.4532 -0.6498 -0.4575
C -1.4780 -0.4437 0.1718
O -0.2135 -1.3065 0.2425
C 1.0778 -1.0875 0.0728
C 1.3760 0.2167 -0.3610
C 0.0902 0.8606 -0.5111
O -0.5271 2.0907 0.1360
C -0.8653 0.7400 0.5647
H 1.6740 -1.9354 0.3770
H 2.2813 0.5771 -0.5341
H -0.5833 0.3745 -1.3250
H -0.3789 0.5633 1.6239
```

Properties
HOMO-LUMO gap = 9.568 eV
HOMO = -9.27 eV
SMILES = O=C1OC=C[C@@H]2O[C@@H]12


Which of them is the least stable? Correct choice: run y.


Run w
A single C2HNO molecule, computed with ωB97M-V with the def2-TZVPD basis set.

The geometry in XYZ format:
```
5
C2HNO | the OMol25 dataset | ωB97M-V with the def2-TZVPD basis set
N 2.0025 0.1732 0.5878
C 0.8898 0.0201 0.2439
C -0.6470 -0.0927 -0.2038
O -1.2895 -1.0522 -0.5774
H -0.9557 0.9516 -0.0504
```

Properties
HOMO-LUMO gap = 10.928 eV
HOMO = -11.88 eV
SMILES = N#CC=O


Run x
2 unconnected molecules or ions with the total composition C2HNO, computed with ωB97M-V with the def2-TZVPD basis set.

The geometry in XYZ format:
```
5
C2HNO | the OMol25 dataset | ωB97M-V with the def2-TZVPD basis set
C -2.9519 -0.2209 0.0670
C -0.3629 1.4219 0.0459
N -4.0823 -0.6852 0.1412
O 0.7237 1.7361 0.0868
H -2.2060 0.4910 0.0524
```

Properties
HOMO-LUMO gap = 12.614 eV
HOMO = -12.12 eV


Which of them is the least stable? Correct choice: run w.


Run w
2 unconnected molecules or ions with the total composition C20H23N3O3, computed with ωB97M-V with the def2-TZVPD basis set.

The geometry in XYZ format:
```
49
C20H23N3O3 | the OMol25 dataset | ωB97M-V with the def2-TZVPD basis set
C 0.3267 3.6458 -3.5693
H 1.2789 3.9540 -3.5974
O -0.0236 2.8885 -2.2997
C 0.7033 1.8377 -2.1604
C 1.5291 1.4493 -3.0297
C 2.2847 0.0957 -2.8677
C 2.1201 -0.5729 -1.7103
C 0.9097 -0.0281 -0.7908
C 0.3582 1.2049 -1.0683
N -0.4429 1.8105 -0.0844
C -0.9259 1.1749 0.9534
O -2.1769 1.2923 1.2362
N 0.0611 1.1387 2.0715
C 1.4725 1.2744 1.9487
C 1.9890 0.6359 3.1082
H 3.1210 1.0316 3.4636
H 2.4598 -0.3464 2.8560
C 1.0543 0.4802 4.1035
C -0.3962 0.2012 3.2778
H -1.0865 0.6828 3.5950
C -0.6343 -1.1146 2.8475
O 0.3489 -2.1720 2.9406
N -1.7675 -1.4561 2.2573
H -2.1413 -0.5951 1.9856
C -2.4010 -2.5706 1.5105
C -1.8265 -2.4189 0.1793
C -2.3455 -1.2241 -0.5279
C -2.1912 -1.2865 -1.9793
C -1.0093 -1.9438 -2.6176
C -0.4430 -2.9744 -1.7937
C -0.9306 -3.2323 -0.5444
H -0.4355 -3.8473 0.0427
H 0.2212 -3.6376 -2.3048
H -0.8402 -1.6671 -3.5575
H -2.5386 -0.3049 -2.5003
H -3.2202 -0.9367 -0.1948
H -3.3419 -2.6809 1.7466
H -1.3035 -3.5017 1.9876
H 1.0665 -0.4336 4.7399
H 0.9284 1.2699 4.5493
H 2.1261 1.1317 1.1131
H 1.7408 2.3354 2.0123
H -1.0864 2.3971 -0.6897
H 0.8565 -0.5013 0.1437
H 2.2757 -1.5682 -1.5863
H 2.8657 -0.4074 -3.4013
H 1.8911 1.7793 -3.9440
H -0.2912 4.6414 -3.3635
H -0.1896 3.0693 -4.4867
```

Properties
HOMO-LUMO gap = 8.934 eV
HOMO = -8.45 eV


Run x
A single C20H23N3O3 molecule, computed with ωB97M-V with the def2-TZVPD basis set.

The geometry in XYZ format:
```
49
C20H23N3O3 | the OMol25 dataset | ωB97M-V with the def2-TZVPD basis set
C -3.8147 -1.6316 -1.7495
O -3.3869 -1.7736 -0.4142
C -2.0472 -1.8081 -0.1817
C -1.0797 -2.0392 -1.1542
C 0.2588 -2.0358 -0.8132
C 0.6644 -1.7932 0.4941
O 2.0157 -1.7722 0.7205
C 2.4758 -1.0836 1.8663
C 3.9434 -0.7013 1.6526
C 4.1947 -0.2276 0.2177
C 3.1895 0.8190 -0.2196
O 2.7640 1.6896 0.5224
N 2.8144 0.7308 -1.5106
C 1.9625 1.6892 -2.1832
C 0.5484 1.1625 -2.4529
C -0.4005 1.2972 -1.3088
N -1.6922 1.1706 -1.4431
C -2.2161 1.3621 -0.1882
C -3.5315 1.3427 0.2595
C -3.7517 1.5611 1.6029
C -2.7025 1.8011 2.4923
C -1.3897 1.8352 2.0675
C -1.1614 1.6129 0.7205
N -0.0165 1.5687 -0.0307
C -0.3029 -1.5922 1.4726
C -1.6407 -1.6064 1.1349
H -3.6298 -2.5407 -2.3324
H -4.8884 -1.4572 -1.6976
H -3.3231 -0.7768 -2.2243
H -1.3571 -2.2103 -2.1818
H 1.0140 -2.2226 -1.5621
H 1.8804 -0.1747 2.0146
H 2.3795 -1.7131 2.7615
H 4.5858 -1.5598 1.8504
H 4.1914 0.0921 2.3576
H 4.1542 -1.0821 -0.4573
H 5.1904 0.2187 0.1558
H 3.1257 -0.0570 -2.0558
H 1.9281 2.5901 -1.5664
H 2.4353 1.9430 -3.1374
H 0.6012 0.1071 -2.7360
H 0.1152 1.6998 -3.2988
H -4.3445 1.1598 -0.4240
H -4.7628 1.5469 1.9836
H -2.9264 1.9655 3.5364
H -0.5753 2.0256 2.7507
H 0.9293 1.7248 0.3047
H -0.0240 -1.4209 2.5002
H -2.3963 -1.4363 1.8848
```

Properties
HOMO-LUMO gap = 8.271 eV
HOMO = -7.68 eV
SMILES = COc1ccc(OCCCC(=O)NCCc2nc3ccccc3[nH]2)cc1


Which of them is the least stable? Correct choice: run w.